Molecular formula: C36H97B3F12N6O13
Method: DFT, ωB97M-V/def2-TZVPD

ORCA input file:
```
! wB97M-V def2-TZVPD RIJCOSX def2/J DEFGRID3
* xyz 2 1
H 6.45 3.77 2.23
C 4.81 1.87 1.43
N 1.25 -1.71 4.52
H 1.71 -2.97 -2.59
F -3.01 3.96 -2.57
C -1.84 1.14 2.04
F 1.63 1.16 5.12
H -1.35 -9.29 5.38
H -0.22 4.06 -6.77
C 0.72 -0.74 -4.13
H -1.80 2.51 -0.75
H -2.05 0.32 -2.32
H 0.26 -1.57 4.69
H -3.45 1.36 -2.33
O 3.94 -1.54 4.48
H 2.26 4.15 2.22
H -0.40 6.99 -2.66
C -1.68 -3.48 -0.26
H -5.47 -1.23 -1.21
O -1.25 -4.80 -0.06
H -1.11 3.10 -5.57
H 2.24 1.68 1.32
C -1.99 -5.76 -0.80
H 1.56 -0.82 4.17
O -3.58 -0.33 -1.10
H -3.05 -5.59 -0.63
H -0.29 -9.00 3.92
H -1.81 -4.09 2.63
C 1.20 -2.88 3.50
H -0.94 5.33 -2.80
H 1.74 0.99 -0.06
H 3.01 -3.53 0.14
F -5.05 2.99 -2.40
H -1.90 5.25 -0.73
H 7.45 3.75 0.92
H -5.03 2.46 3.09
H -2.24 -0.12 0.55
F 1.03 2.16 3.25
H -2.80 6.01 1.33
H 1.10 -3.32 -5.83
F -4.19 4.37 -0.75
C -1.93 -8.99 1.39
F 2.79 0.79 3.25
O -2.44 7.22 -0.35
F -4.71 5.28 -2.62
N -2.00 -7.52 1.00
H 1.05 4.47 -0.99
H -0.52 -7.40 -0.62
H -3.11 -0.56 2.57
H -1.55 7.68 -4.70
H 0.29 -3.47 1.57
C -0.42 3.94 -5.70
H 0.80 4.79 2.75
H -1.77 -3.11 -1.28
H -4.65 -1.00 -2.70
C -2.66 -9.37 2.68
C -1.54 6.27 -0.87
B -4.27 4.12 -2.09
H 2.54 -0.26 -3.32
H 4.17 -1.54 6.52
C -2.38 1.61 -0.55
O -4.29 0.98 1.74
H -5.43 0.38 -1.94
H -2.43 -9.39 0.50
C 3.89 1.11 0.48
H 2.23 -2.96 3.16
H -2.85 7.60 -2.76
N 1.83 -0.91 -3.03
H 1.73 5.63 1.39
H 4.41 1.10 -0.47
H -1.96 -5.58 -1.88
H 0.66 -1.76 1.80
H 7.33 2.26 1.86
H 0.11 -4.69 -5.37
H 1.47 -1.52 6.61
C 3.44 -1.23 5.78
H -3.20 6.01 -3.02
H -2.57 -3.29 0.34
F 3.30 0.66 -5.26
H 4.92 0.19 3.88
H -0.81 0.59 0.17
C -2.37 6.97 -4.66
F 3.82 2.90 -4.76
H 5.30 -1.33 3.08
H -0.86 -9.20 1.31
H 4.13 -3.33 -1.99
H 0.61 0.90 -1.24
H 2.16 -2.99 5.99
H -2.19 -7.90 -1.03
O 5.67 2.72 0.65
H -1.40 -6.99 1.61
H -0.94 -2.80 0.15
H -3.33 7.68 1.54
C 2.11 -1.91 5.82
H -1.45 -3.57 4.21
H -1.75 2.22 2.01
C 2.74 -2.49 -0.04
H 3.74 0.08 0.83
H 0.27 3.01 -0.87
C -1.58 -7.20 -0.47
C -1.21 6.30 -2.40
H -0.59 6.29 -0.33
C 0.11 -3.60 -5.46
H 4.31 2.45 2.21
B 3.31 1.65 -4.33
H -0.99 0.75 2.59
H -2.94 -7.21 1.23
C -2.84 0.72 -1.69
H -1.17 -1.47 -4.76
C -0.40 -1.72 -4.02
F 3.91 1.21 -3.19
H -3.24 0.68 3.62
H -1.68 7.35 1.54
O 3.52 -1.72 -0.93
C 3.72 -2.34 -2.16
C 5.14 -0.87 4.05
H -5.50 2.63 1.40
H 0.82 -3.77 4.01
H 3.37 -0.16 5.97
F 2.99 2.85 4.25
C -1.08 -8.61 4.57
C 1.40 4.70 1.85
C 2.40 2.91 -0.41
C -2.60 7.04 1.04
H -3.75 -9.41 2.67
C -4.84 -0.52 -1.74
H 2.61 2.74 -1.47
C 1.04 3.59 -0.36
F 2.00 1.87 -3.88
C 6.76 3.08 1.44
N -2.50 6.73 -3.14
O -2.26 -8.47 3.78
H 5.94 -0.96 4.78
C -3.16 0.53 2.54
O -0.14 -3.07 -4.16
C -4.69 2.33 2.06
H -1.78 5.97 -6.61
O 0.55 0.10 -0.67
C 0.31 -2.66 2.30
H 5.40 1.07 1.88
O -0.99 -2.25 2.64
H 0.34 0.27 -3.96
H 0.38 3.29 -5.33
H -3.31 7.39 -5.01
H -2.83 -2.78 3.50
H -2.39 -10.36 3.05
H -0.65 -3.31 -6.19
H 3.16 3.57 0.01
B 2.14 1.78 3.98
H -0.85 -1.55 -3.04
N -1.73 0.76 0.55
H -2.85 5.07 -5.47
C -1.85 -3.20 3.26
C 2.46 -2.33 -3.06
H 1.49 -0.77 -2.09
O -0.85 5.06 -4.99
O 0.60 3.96 0.97
N 2.46 1.59 0.34
H -3.33 1.94 -0.13
H -0.80 -7.69 5.08
H 4.47 -1.77 -2.72
H 1.68 -2.46 -0.29
H -3.91 3.08 1.91
C -2.00 5.75 -5.57
H 1.24 -0.74 -5.08
H 2.89 -2.08 0.96
H 2.76 -2.71 -4.03
*
```

**Kohn-Sham gap**: 8.206 eV
**HOMO energy**: -13.050 eV

Atom charges from the Löwdin analysis, given in e for atoms 1 to 99: number 1, H, carries 0.09; number 2, C, carries -0.19; number 3, N, carries 0.12; number 4, H, carries 0.11; number 5, F, carries 0.16; number 6, C, carries -0.05; number 7, F, carries 0.13; number 8, H, carries 0.10; number 9, H, carries 0.10; number 10, C, carries -0.06; number 11, H, carries 0.12; number 12, H, carries 0.11; number 13, H, carries 0.16; number 14, H, carries 0.11; number 15, O, carries -0.22; number 16, H, carries 0.07; number 17, H, carries 0.13; number 18, C, carries -0.10; number 19, H, carries 0.09; number 20, O, carries -0.19; number 21, H, carries 0.08; number 22, H, carries 0.12; number 23, C, carries -0.19; number 24, H, carries 0.12; number 25, O, carries -0.19; number 26, H, carries 0.13; number 27, H, carries 0.09; number 28, H, carries 0.08; number 29, C, carries -0.06; number 30, H, carries 0.11; number 31, H, carries 0.04; number 32, H, carries 0.10; number 33, F, carries 0.12; number 34, H, carries 0.10; number 35, H, carries 0.10; number 36, H, carries 0.09; number 37, H, carries 0.12; number 38, F, carries 0.14; number 39, H, carries 0.09; number 40, H, carries 0.08; number 41, F, carries 0.15; number 42, C, carries -0.08; number 43, F, carries 0.12; number 44, O, carries -0.16; number 45, F, carries 0.18; number 46, N, carries 0.06; number 47, H, carries 0.12; number 48, H, carries 0.15; number 49, H, carries 0.10; number 50, H, carries 0.13; number 51, H, carries 0.12; number 52, C, carries -0.11; number 53, H, carries 0.10; number 54, H, carries 0.10; number 55, H, carries 0.09; number 56, C, carries -0.12; number 57, C, carries -0.21; number 58, B, carries -1.42; number 59, H, carries 0.10; number 60, H, carries 0.14; number 61, C, carries -0.06; number 62, O, carries -0.18; number 63, H, carries 0.09; number 64, H, carries 0.13; number 65, C, carries -0.07; number 66, H, carries 0.12; number 67, H, carries 0.17; number 68, N, carries 0.12; number 69, H, carries 0.10; number 70, H, carries 0.14; number 71, H, carries 0.14; number 72, H, carries 0.12; number 73, H, carries 0.09; number 74, H, carries 0.09; number 75, H, carries 0.14; number 76, C, carries -0.19; number 77, H, carries 0.10; number 78, H, carries 0.10; number 79, F, carries 0.16; number 80, H, carries 0.07; number 81, H, carries 0.05; number 82, C, carries -0.04; number 83, F, carries 0.11; number 84, H, carries 0.10; number 85, H, carries 0.14; number 86, H, carries 0.13; number 87, H, carries -0.03; number 88, H, carries 0.13; number 89, H, carries 0.13; number 90, O, carries -0.16; number 91, H, carries 0.16; number 92, H, carries 0.07; number 93, H, carries 0.10; number 94, C, carries -0.04; number 95, H, carries 0.08; number 96, H, carries 0.13; number 97, C, carries -0.11; number 98, H, carries 0.10; number 99, H, carries 0.10